Entry 1:
Below is a structure of composition C6H9CuO4P in a non-equilibrium geometry, with properties calculated with the ωB97M-V functional and the def2-TZVPD basis.

Output
Spin multiplicity = 2
Total charge = +2
⟨S²⟩ = 0.76
HOMO (spin up / spin down) = -19.16 / -19.10 eV

Geometry as XYZ:
```
21
Properties=species:S:1:pos:R:3:forces:R:3
O 2.3043 -5.5945 0.8271 -0.65 3.04 -0.84
C 2.0632 -4.5161 0.5359 0.50 -2.88 0.88
Cu 1.4772 -1.8223 -0.1957 -0.23 -0.45 0.64
C 1.5260 -2.4320 -1.9428 -1.81 -0.95 -7.17
C 3.1703 -1.4247 0.4880 4.49 3.04 3.19
O 1.3745 -2.6100 -3.0855 1.11 0.66 5.63
O 4.0617 -0.8992 0.9963 -3.22 -2.30 -2.14
C -1.3090 2.4077 1.1970 -0.15 -0.28 1.10
P -0.7186 0.9805 0.2363 -3.81 4.78 0.88
C -2.2479 0.0142 0.3725 0.03 -1.17 -0.95
C -0.0837 1.8932 -1.1929 0.30 -0.51 -0.95
O 0.3791 0.0770 0.7492 2.20 -2.26 0.67
H -1.7954 3.0411 0.4620 -0.07 0.10 -0.29
H -0.5715 3.0320 1.7114 0.08 -0.27 -0.11
H -2.1260 2.1423 1.9006 0.76 -0.06 -0.15
H -3.1304 0.6580 0.2001 0.59 -0.11 -0.18
H -2.2070 -0.8502 -0.3016 -0.36 0.16 0.14
H -2.2812 -0.3330 1.4098 0.10 0.05 -0.05
H 1.0131 1.8612 -1.1690 -0.22 -0.13 -0.23
H -0.5017 1.4269 -2.0893 0.36 0.17 -0.18
H -0.3971 2.9477 -1.1092 -0.01 -0.63 0.11
```
Positions in Å, forces in eV/Å.

Löwdin atomic charge list, values in e, 4 entries: 0.126, 0.059, 0.317, 0.012

Entry 2:
Below is a cluster of 2 separate species, C3HCl2NOS in total in a non-equilibrium geometry, with properties calculated with the ωB97M-V functional and the def2-TZVPD basis.

Output
Spin multiplicity = 1
HOMO (spin up / spin down) = -8.32 / -8.32 eV

Geometry as XYZ:
```
9
Properties=species:S:1:pos:R:3:forces:R:3
C -0.4491 1.3622 0.0218 1.89 -1.10 0.20
C -0.6802 -0.9267 1.6773 -2.13 -1.98 -1.87
C 0.8663 -0.2872 -1.2593 -0.73 -1.68 0.93
N 0.0520 0.5479 -0.7813 0.50 0.44 -0.10
O -1.3825 -1.4961 0.9282 0.99 0.86 0.95
S 0.2251 -0.2276 2.6754 1.17 0.73 1.39
Cl -1.7289 2.3174 -0.2898 -1.74 1.12 -0.78
Cl 2.4089 0.0958 -1.9060 -0.12 0.27 -0.13
H 0.6883 -1.3856 -1.0664 0.16 1.35 -0.58
```
Positions in Å, forces in eV/Å.

Löwdin atomic charge list, values in e, 4 entries: -0.686, -0.938, -0.633, -0.109

Entry 3:
Below is a cluster of 2 separate species, C3H10N2O2 in total in a non-equilibrium geometry, with properties calculated with the ωB97M-V functional and the def2-TZVPD basis.

Output
Spin multiplicity = 1
HOMO = -9.24 eV
Structure (SMILES) = CC(C)N=O.NO

Geometry as XYZ:
```
17
Properties=species:S:1:pos:R:3:forces:R:3
C -0.6419 0.3251 -0.1574 -0.64 0.41 1.07
C -1.3836 -0.4466 0.9273 0.11 -0.12 0.14
C -1.5669 1.2848 -0.8912 0.36 0.59 -0.04
H -0.3077 -0.4043 -0.9064 0.83 0.34 0.25
H 1.3899 -0.1772 -0.4959 3.33 -2.71 -0.43
H -0.7094 -1.1222 1.4631 -0.03 0.12 -0.02
H -2.4321 0.7568 -1.3065 0.15 -0.02 0.20
H -1.8451 0.2249 1.6594 0.12 -0.03 -0.12
H -2.1786 -1.0642 0.4946 0.12 0.15 -0.03
H -1.0503 1.7578 -1.7323 -0.02 0.00 0.13
H -1.9233 2.0805 -0.2264 -0.04 -0.15 -0.08
N 2.7303 -1.4227 0.4602 -0.42 -0.01 -0.12
O 2.1610 -0.8703 -0.7372 -2.26 1.87 0.10
N 0.4887 1.2314 0.7139 -0.37 -0.08 -2.04
O 1.2824 1.8135 0.0283 -1.14 -0.72 0.85
H 2.2945 -2.3443 0.5254 0.09 0.11 0.10
H 3.6921 -1.6231 0.1811 -0.20 0.26 0.05
```
Positions in Å, forces in eV/Å.

Löwdin atomic charge list, values in e, 4 entries: -0.392, -0.094, -0.088, 0.120

Entry 4:
Below is a structure of composition C41H68N3NaOP2Si in a non-equilibrium geometry, with properties calculated with the ωB97M-V functional and the def2-TZVPD basis.

Output
Spin multiplicity = 1
HOMO = -7.85 eV

Geometry as XYZ:
```
117
Properties=species:S:1:pos:R:3:forces:R:3
Na 9.7742 6.7916 14.8705 -0.12 -0.15 -0.10
C 7.3883 11.6757 12.7683 -0.35 -0.41 -0.73
Si 9.1485 11.1031 12.9615 0.56 0.83 -0.12
C 9.8683 12.7183 13.6332 0.08 0.02 -0.14
C 9.7186 13.8513 12.8070 -1.15 -2.22 -0.90
C 10.1339 15.0674 13.1571 -0.42 3.39 -0.84
C 10.7632 15.3665 14.4071 -0.18 -1.56 -0.63
C 10.9290 14.2769 15.2288 -0.65 -2.41 0.31
C 10.4470 12.9169 14.8490 1.10 2.32 0.63
P 10.6430 11.3903 15.7810 0.66 0.05 0.75
C 9.8929 11.8105 17.4253 -0.82 -1.95 -1.66
C 9.9402 10.5948 18.3670 1.06 0.76 1.52
C 8.5576 10.1882 18.8165 0.07 -2.58 -0.88
C 7.8350 9.8635 17.5101 -0.96 1.05 -0.54
C 7.4734 11.1970 16.8246 -0.22 0.08 1.22
C 8.4713 12.2790 17.1473 -0.20 0.70 2.11
C 12.4585 11.3715 16.1283 1.33 -2.22 1.04
C 12.8284 9.7827 16.3133 0.04 1.30 2.50
C 14.2902 9.4496 16.8403 -0.71 0.91 -0.79
C 14.6401 10.3640 18.0312 1.11 0.61 -0.41
C 14.5350 11.9020 17.7626 -0.66 -0.60 -1.51
C 13.0679 12.2882 17.2238 -0.04 -0.73 2.54
C 9.9389 10.8510 11.2498 -1.00 -0.39 -0.30
C 8.9566 10.7502 10.2318 2.39 -0.80 0.59
C 9.4126 10.5182 8.9604 -0.67 0.28 -0.87
C 10.7659 10.4890 8.6305 0.10 -0.15 0.32
C 11.7664 10.5600 9.6013 -3.62 0.17 0.13
C 11.2961 10.7054 10.9173 0.79 0.58 0.67
P 12.4128 10.8248 12.3712 1.09 -1.96 0.44
C 13.6874 12.0812 11.9385 -0.77 0.72 -0.18
C 12.8089 13.2203 11.3724 -0.36 1.01 2.26
C 13.6197 14.4749 11.1906 0.00 1.17 -0.89
C 14.4359 14.8797 12.4634 0.14 -0.82 -0.93
C 15.3422 13.7153 12.9382 1.38 2.74 -1.70
C 14.4767 12.5675 13.1993 -0.60 -1.23 -0.61
C 13.3450 9.1469 12.1545 0.24 0.04 -1.03
C 14.0627 8.8860 10.7659 -0.37 0.38 1.07
C 15.0478 7.7320 10.8817 -0.15 -1.33 0.61
C 16.2805 8.0316 11.7652 -0.65 1.12 1.18
C 15.8129 9.0152 12.8936 0.99 0.47 -0.42
C 14.3502 8.8129 13.2569 0.70 -0.09 0.82
H 7.1658 12.3975 11.9645 0.17 -0.38 0.28
H 6.9965 12.0674 13.6892 0.02 0.35 0.57
H 6.8499 10.7478 12.6216 -0.66 -0.13 -0.44
H 9.2055 13.7098 11.8384 0.37 0.24 0.47
H 9.7957 15.8133 12.3597 1.11 -0.34 1.56
H 11.1657 16.3195 14.7050 -0.22 0.30 -0.20
H 11.3777 14.3073 16.2318 -0.14 0.47 -0.58
H 10.4054 12.5663 17.8934 1.26 2.08 0.83
H 10.6740 10.7919 19.1954 -0.85 0.20 -0.30
H 10.4136 9.7325 17.9330 -0.18 -0.53 -0.64
H 7.9579 10.8877 19.3742 0.15 0.28 0.53
H 8.6147 9.1861 19.2948 0.07 0.86 0.51
H 6.8640 9.3727 17.6829 0.60 -0.41 -0.09
H 8.4985 9.2929 16.8341 -0.43 -0.21 0.66
H 6.4858 11.5317 17.1736 0.15 -0.08 -0.13
H 7.3934 11.0675 15.7929 -0.21 -0.33 -1.94
H 8.1354 12.7455 18.0919 0.07 -0.21 -0.06
H 8.4570 13.1399 16.5131 -0.01 0.28 -0.98
H 12.9705 11.5196 15.2052 0.12 0.82 -0.87
H 12.5312 9.2580 15.4206 0.07 -0.15 -0.43
H 12.1639 9.4018 17.1312 0.53 0.06 -0.69
H 15.0896 9.5021 16.0772 -0.45 0.32 0.02
H 14.2588 8.3996 17.1268 0.02 -0.04 0.33
H 15.6865 10.2153 18.3693 -0.45 -0.28 -0.25
H 14.0331 10.0516 18.8519 -0.69 0.05 0.76
H 15.3786 12.1636 17.0603 -1.03 -0.14 0.23
H 14.7550 12.4881 18.6611 -0.24 -0.23 0.01
H 13.0062 13.3450 16.9874 0.28 0.13 -0.52
H 12.4404 12.2721 18.2124 0.80 -0.41 -1.70
H 7.9360 10.6396 10.4847 -0.97 0.35 0.01
H 8.6406 10.3881 8.2068 0.35 -0.04 -0.29
H 11.0306 10.3498 7.6043 0.17 -0.07 -0.53
H 12.7530 10.4515 9.2912 1.54 0.14 -0.05
H 14.3972 11.7767 11.1504 -0.15 -0.07 0.28
H 11.9802 13.5353 12.1210 1.37 -0.93 -0.82
H 12.2453 12.9801 10.4923 0.09 -0.32 -0.62
H 12.8529 15.2238 10.8849 0.71 0.13 0.47
H 14.2578 14.3960 10.2602 -0.13 -0.02 1.12
H 13.8364 15.1271 13.3108 -1.21 0.02 0.48
H 14.9742 15.7914 12.3092 0.67 0.47 -0.49
H 15.9620 14.0921 13.7921 -0.61 -0.68 -0.41
H 16.0537 13.5360 12.0976 -0.21 -0.20 0.55
H 13.8140 12.8868 13.9854 -0.65 -0.27 0.38
H 15.0909 11.7619 13.5356 0.20 -0.88 0.58
H 12.5346 8.4039 12.1391 0.00 0.13 0.39
H 14.5742 9.7691 10.3961 0.18 0.29 -0.01
H 13.2674 8.6730 10.0681 0.08 -0.37 -0.37
H 15.3020 7.3577 9.8837 0.16 0.03 0.21
H 14.5146 6.9002 11.4119 0.24 0.42 -0.66
H 17.0757 8.5559 11.2401 0.16 -0.35 -0.29
H 16.6876 7.1839 12.3291 -0.10 -0.30 -0.82
H 16.0451 10.0267 12.5318 -0.45 0.05 0.12
H 16.4329 8.9298 13.8189 -0.37 -0.22 -0.67
H 14.2115 9.3679 14.1779 -0.49 0.15 0.03
H 14.3464 7.7522 13.5612 -0.62 0.16 -0.10
N 11.9448 6.0709 15.4187 1.50 1.60 -0.30
C 12.0738 4.7574 16.1007 -2.07 0.29 0.44
C 12.8200 4.8078 17.4472 1.73 -0.20 -2.19
C 12.0430 5.5198 18.4964 -0.80 1.65 1.87
N 11.9687 7.0560 18.4698 -0.75 -2.31 -2.30
H 12.7797 6.3904 14.8665 -0.67 -1.27 0.49
H 11.9570 6.8446 16.1109 -0.58 -0.84 0.07
H 12.4059 4.0456 15.3574 0.61 -0.27 0.09
H 11.0159 4.4424 16.3405 0.83 0.32 -0.30
H 13.7854 5.2671 17.0798 -0.41 -0.34 1.35
H 12.9880 3.7847 17.8482 0.13 0.45 -0.54
H 12.3817 5.2366 19.5194 -0.04 0.00 -0.72
H 11.0304 5.0790 18.3517 0.27 0.64 0.51
H 12.1562 7.5053 19.3303 -0.04 0.06 0.99
H 11.0151 7.2373 18.0607 0.85 0.20 0.35
O 9.6365 6.8306 16.9117 0.71 0.12 -0.78
H 8.7393 9.3181 14.9316 -0.06 0.04 -1.75
H 9.1031 6.9422 17.6679 -1.13 0.12 1.13
N 8.9886 8.2390 13.1566 -0.52 1.68 3.18
C 8.8951 9.3854 13.7943 0.81 -1.79 0.19
H 9.2343 8.3206 12.2099 0.33 0.53 -1.79
```
Positions in Å, forces in eV/Å.

Löwdin atomic charge list, values in e, 4 entries: 0.385, -0.174, 0.602, -0.322

Entry 5:
Below is the molecule C7H13N in a non-equilibrium geometry, with properties calculated with the ωB97M-V functional and the def2-TZVPD basis.

Output
Spin multiplicity = 1
HOMO = -8.57 eV
Structure (SMILES) = C=CC(=C)CCCN

Geometry as XYZ:
```
21
Properties=species:S:1:pos:R:3:forces:R:3
C -1.1104 0.9361 -1.3643 1.25 -1.25 3.88
C -1.3962 -0.2209 -0.3095 0.73 -0.04 -2.10
C -0.7048 -0.3853 0.9794 -1.40 -1.12 3.25
C 1.4442 0.5010 1.4442 0.39 -0.03 -1.11
C 0.7245 -0.3663 0.6998 1.10 3.00 2.13
C 1.3588 -1.1387 -0.3279 0.59 -0.49 -2.27
C 2.4008 -1.8528 0.0558 0.16 -1.11 1.81
N -1.6109 2.1260 -0.7215 -0.62 -2.31 1.82
H -0.0214 1.0372 -1.5381 -0.50 0.14 0.15
H -1.5459 0.6253 -2.2552 -1.08 -0.34 -1.82
H -2.4230 -0.1887 -0.1738 -2.20 -0.15 0.27
H -1.1336 -1.1798 -0.6997 -0.43 -0.68 -1.45
H -1.0340 0.2981 1.7986 0.72 0.19 -0.89
H -1.0131 -1.3753 1.5079 0.28 0.98 -1.39
H 1.1130 0.9423 2.3653 -0.59 0.21 0.03
H 2.3508 0.9354 1.0451 0.57 -0.57 0.26
H 1.1181 -1.1877 -1.4317 -0.47 0.05 1.50
H 2.7058 -1.8283 1.1134 -0.20 0.12 -0.51
H 2.7571 -2.7308 -0.4292 0.71 0.01 -1.15
H -2.6001 2.1818 -0.5279 -0.08 -0.52 -0.15
H -1.3796 2.8710 -1.2307 1.07 3.91 -2.26
```
Positions in Å, forces in eV/Å.

Löwdin atomic charge list, values in e, 4 entries: -0.233, -0.207, -0.222, 0.063

Entry 6:
Below is a structure of composition C27H46AuN4O2SbSi, with properties calculated with the ωB97M-V functional and the def2-TZVPD basis.

Output
Spin multiplicity = 3
Total charge = +2
⟨S²⟩ = 2.02
HOMO (spin up / spin down) = -12.44 / -13.37 eV

Geometry as XYZ:
```
82
Properties=species:S:1:pos:R:3:forces:R:3
Au -1.2742 1.3826 0.0523 -0.14 -0.26 -0.24
N -1.6321 -0.0458 1.8956 0.08 -0.20 -0.17
C -1.1101 -1.3962 1.5480 -0.01 0.31 0.27
C -1.3099 -2.4483 2.6526 0.22 0.08 0.11
C -0.8555 -2.1440 4.0983 -0.01 -0.04 -0.13
C 0.6492 -2.1260 4.4049 -0.09 -0.01 -0.22
N 1.3572 -3.3552 4.0320 -0.27 0.70 -0.64
C 1.3319 -4.4913 4.6984 0.07 -0.51 0.15
N 0.7859 -4.5708 5.9164 0.10 0.04 -0.19
N 1.8632 -5.5869 4.1439 -0.09 0.20 0.07
C 0.2968 -1.2664 0.9285 0.53 -0.38 0.02
O 1.1367 -2.1644 1.0623 -0.60 0.54 0.33
O 0.4607 -0.2054 0.2092 0.14 -0.36 0.18
H -1.1360 0.3537 2.6849 0.00 -0.01 0.05
H -2.6154 -0.0791 2.1434 0.00 -0.05 -0.02
H -1.7013 -1.7315 0.6934 -0.13 -0.04 -0.02
H -0.8806 -3.3905 2.3062 0.05 0.04 -0.02
H -2.3875 -2.6154 2.7008 -0.02 -0.07 0.06
H -1.3293 -2.8901 4.7433 -0.03 0.03 -0.06
H -1.2680 -1.1829 4.4219 0.05 -0.03 0.04
H 0.8362 -1.9152 5.4579 -0.08 0.04 0.05
H 1.1432 -1.3306 3.8535 0.09 0.05 -0.05
H 1.6574 -3.3516 3.0593 -0.01 -0.18 0.12
H 0.4438 -3.7510 6.3850 0.00 0.00 -0.01
H 0.8437 -5.4177 6.4554 0.01 -0.02 -0.01
H 2.2857 -5.5466 3.2324 0.01 -0.01 0.00
H 1.9131 -6.4562 4.6417 0.01 -0.10 0.06
C 5.4867 -0.5658 -0.6612 0.15 -0.03 -0.24
C 4.5431 -0.5072 -1.8577 -0.19 -0.07 0.04
C 4.5343 -1.7629 -2.7233 0.27 0.11 -0.01
Sb 2.5124 -0.0977 -1.1079 0.03 -0.07 0.15
C 2.8380 1.7743 -0.1106 -0.18 -0.07 0.14
C 1.8743 2.8587 -0.5978 0.23 0.09 0.19
C 2.7778 1.5874 1.4113 0.02 0.15 -0.05
C 1.3388 0.4459 -2.8116 0.09 -0.17 0.01
C 2.2613 1.0550 -3.8725 -0.13 -0.10 -0.20
C 0.5415 -0.7601 -3.3197 0.05 0.14 -0.11
H 6.5180 -0.6648 -1.0191 -0.09 0.00 0.06
H 5.2771 -1.4324 -0.0292 -0.02 0.03 -0.05
H 5.4471 0.3332 -0.0393 -0.03 -0.07 -0.08
H 4.6975 0.4032 -2.4537 0.11 -0.16 0.04
H 4.2846 -2.6501 -2.1363 0.00 0.07 0.00
H 5.5344 -1.9212 -3.1455 -0.12 0.00 0.04
H 3.8351 -1.7005 -3.5626 0.06 0.03 0.12
H 3.8619 2.0227 -0.4038 -0.03 0.12 0.02
H 0.8273 2.5935 -0.3916 0.13 0.03 -0.02
H 1.9578 3.0655 -1.6664 0.00 -0.06 0.06
H 2.0818 3.7944 -0.0648 -0.05 -0.07 -0.05
H 1.7653 1.3200 1.7305 0.10 0.03 -0.06
H 3.0487 2.5221 1.9117 -0.02 -0.05 -0.03
H 3.4606 0.8120 1.7706 -0.03 0.04 -0.08
H 0.6570 1.2085 -2.4231 0.02 -0.05 -0.08
H 2.9379 0.3072 -4.2970 -0.04 0.05 0.08
H 2.8664 1.8870 -3.4980 -0.09 -0.06 0.02
H 1.6513 1.4452 -4.6958 0.22 -0.15 0.16
H 1.1972 -1.5555 -3.6900 -0.05 0.10 0.05
H -0.0983 -0.4517 -4.1518 0.05 -0.06 0.03
H -0.1037 -1.1871 -2.5468 0.07 0.07 -0.02
C 0.0436 3.3247 -4.9163 -0.14 0.11 0.02
C -0.7968 2.2196 -4.7863 -0.15 0.17 0.10
C -1.5675 2.0709 -3.6412 0.13 0.24 -0.12
C -1.5176 3.0455 -2.6226 0.26 -0.04 -0.38
C -0.6510 4.1448 -2.7613 -0.01 -0.10 0.01
C 0.1179 4.2847 -3.9057 0.01 -0.09 -0.08
Si -2.6402 2.8526 -1.1903 -0.40 -0.16 0.29
C -2.9538 4.2812 -0.0985 -0.16 0.38 0.23
C -4.2724 4.7439 0.0416 0.18 0.07 0.10
C -4.5510 5.8134 0.8832 0.07 0.00 0.01
C -3.5243 6.4199 1.6004 -0.05 -0.01 -0.02
C -2.2136 5.9659 1.4802 -0.05 -0.01 -0.04
C -1.9299 4.9018 0.6386 -0.08 0.02 -0.11
H 0.6371 3.4466 -5.8182 -0.08 0.00 0.11
H -0.8628 1.4893 -5.5860 0.02 0.06 0.06
H -2.2316 1.2133 -3.5481 0.07 0.13 0.01
H -0.5989 4.9037 -1.9820 -0.05 -0.12 -0.14
H 0.7640 5.1485 -4.0226 -0.06 -0.09 -0.01
H -3.8994 2.1872 -1.5938 0.09 -0.06 0.04
H -5.0817 4.2753 -0.5132 0.11 0.04 0.07
H -5.5681 6.1754 0.9793 0.07 -0.02 0.00
H -3.7468 7.2541 2.2573 0.02 -0.08 -0.07
H -1.4188 6.4463 2.0392 -0.06 -0.03 -0.03
H -0.8997 4.5577 0.5428 -0.15 0.01 0.03
```
Positions in Å, forces in eV/Å.

Löwdin atomic charge list, values in e, 4 entries: 0.763, 0.004, -0.276, -0.134

Table of ΔE to the lowest compared entry with this formula, charge and spin (eV), in record order: 1.453; 1.876; 6.088; 2.216; 3.019; 0.386
Table of electronic energy (Eh), in record order: -2516.1017; -1563.3991; -380.1129; -2977.0085; -329.1605; -2090.8496